Record 1
ORCA calculation (ωB97M-V/def2-TZVPD) on 2 unconnected molecules or ions with the total composition C4H5NO2 in a non-equilibrium geometry.

Geometry as XYZ:
```
12
Properties=species:S:1:pos:R:3:forces:R:3
C -0.030331 0.210486 -1.485227 -0.1 0.0 0.0
C 0.230867 -0.548337 -0.211366 -0.2 -0.3 0.0
C 1.300086 0.052617 0.685343 0.2 -0.1 0.5
O 1.602335 -0.390175 1.762665 -0.1 0.2 -0.5
C -1.337969 1.173579 1.884982 -0.7 -0.4 1.2
O -1.898550 0.811920 2.802474 0.7 0.4 -1.1
N -0.343817 -1.604820 0.195868 0.1 0.3 -0.3
H 0.864209 0.223137 -2.119560 -0.1 0.0 0.1
H -0.853851 -0.231500 -2.052634 0.1 0.0 0.1
H -0.282754 1.252882 -1.255343 0.0 -0.1 0.0
H 1.795672 0.960411 0.276053 0.0 -0.1 0.1
H -1.045896 -1.910200 -0.483255 0.1 0.0 0.1
```
Positions in Å, forces in eV/Å.

The HOMO-LUMO gap comes out at 9.92 eV. The spin multiplicity is 1. The calculation puts the HOMO energy at -10.017 eV. The value obtained for the strongest force on any atom is 1.4 eV Å⁻¹. As for the energy above the lowest of the compared OMol25 structures with the same formula, charge and spin: 35.8 kcal per mole.

Results of the natural (NBO) charge analysis, in e, for atoms 1 through 4: number 1, C, carries -0.692; number 2, C, carries 0.177; number 3, C, carries 0.375; number 4, O, carries -0.463

=====

Record 2
ORCA calculation (ωB97M-V/def2-TZVPD) on a molecular structure, C12H36O10PS6Tl in a non-equilibrium geometry.

Geometry as XYZ:
```
66
Properties=species:S:1:pos:R:3:forces:R:3
Tl -0.224890 -1.058429 -0.981814 -0.3 0.2 0.3
P -1.184329 -2.391190 -3.903434 -0.7 0.7 2.5
O -1.702165 -2.885113 -5.226354 0.5 0.3 1.0
O -1.814144 -2.986074 -2.591832 0.8 -2.0 -0.8
O -1.544198 -0.903751 -3.529969 1.0 1.3 -1.8
O 0.348985 -2.355672 -3.649445 -1.4 -0.3 -0.8
C 4.314992 -0.297398 0.462273 1.1 0.0 -1.7
S 4.099809 -1.032313 -1.214983 -0.6 0.6 0.4
O 2.665495 -1.403493 -1.286609 0.2 0.1 -0.6
C 4.391205 0.554992 -2.124640 0.1 0.7 0.9
H 3.966093 -1.043127 1.163160 0.0 0.1 0.2
H 3.855400 0.684851 0.521222 -0.5 -0.2 0.1
H 5.400013 -0.144996 0.420033 0.0 -0.1 0.8
H 3.922372 0.638071 -3.100502 -0.1 -0.5 0.0
H 5.457548 0.783372 -2.197488 0.1 -0.5 -0.2
H 4.025948 1.367145 -1.489326 -0.4 -0.1 -0.2
C 0.573732 3.571325 1.010385 0.0 0.5 -0.7
S 0.044577 2.137732 1.950820 0.9 -2.0 -0.7
O 0.165985 0.927396 1.049776 -0.5 1.5 0.9
C 1.555159 1.998654 2.957355 0.0 0.5 -0.2
H 0.901552 4.434618 1.591745 -0.1 -0.2 0.4
H -0.286673 3.880641 0.418017 0.0 -0.1 -0.1
H 1.368014 3.296921 0.316392 0.0 -0.3 0.1
H 1.835773 3.013545 3.241549 0.1 -0.2 0.5
H 2.340687 1.572490 2.334311 -0.2 0.0 -0.3
H 1.396483 1.323835 3.793304 -0.2 0.2 0.1
C 2.645046 -1.741369 3.797621 1.4 -0.1 1.1
S 1.353484 -2.349341 2.707385 -0.4 0.8 -1.6
O 1.434259 -1.581053 1.401707 0.5 -0.9 1.5
C 2.031522 -4.018112 2.382489 -0.1 0.2 0.0
H 2.843359 -0.671139 3.774624 -0.6 0.1 -0.5
H 3.638467 -2.191637 3.697880 -0.2 -0.2 -0.6
H 2.389975 -1.961407 4.839229 -0.4 -0.1 -0.1
H 1.218595 -4.730050 2.509286 0.1 -0.1 0.1
H 2.864587 -4.232149 3.048368 -0.1 -0.1 0.0
H 2.350854 -4.052620 1.341639 0.0 0.2 0.0
C -0.015128 4.436950 -2.712650 -0.2 -1.5 -0.1
S 0.670721 2.676873 -2.873713 -1.1 -0.2 0.2
O 0.300563 1.807435 -1.696330 0.3 1.2 -0.5
C -0.517880 2.136021 -4.151615 0.5 0.2 0.1
H 0.419683 4.910020 -1.840017 0.4 0.2 -0.2
H -1.099261 4.426312 -2.592817 0.0 -0.2 0.0
H 0.216813 4.874009 -3.681938 0.2 0.3 0.2
H -0.593234 1.054738 -4.048091 0.0 -0.1 0.1
H -0.154515 2.382470 -5.148677 -0.1 0.2 0.0
H -1.485581 2.584436 -3.943349 -0.1 0.0 -0.1
C -2.195796 -4.734778 1.982012 1.3 0.4 0.0
S -2.651667 -2.970385 1.881642 0.2 0.0 -1.4
O -1.452326 -2.170845 1.426736 -0.6 -0.9 0.7
C -3.680545 -3.160574 0.381425 0.1 -0.3 0.8
H -3.037626 -5.387332 2.192368 -0.1 0.1 0.2
H -1.425853 -4.764047 2.758076 -0.4 -0.1 0.4
H -1.641507 -5.074154 1.103434 -0.4 0.3 -0.4
H -4.305640 -4.040523 0.537970 -0.2 0.2 0.0
H -3.038644 -3.344573 -0.478765 0.1 0.3 -0.1
H -4.276346 -2.255209 0.311627 0.0 0.0 -0.3
C -4.540088 1.602331 1.266563 0.9 1.1 0.6
S -3.909416 1.088893 -0.374820 0.5 0.5 -0.9
O -2.564961 0.456232 -0.276886 -0.7 -0.1 0.8
C -3.486771 2.764938 -0.994622 -1.0 -0.1 0.2
H -5.425392 2.240761 1.331405 -0.3 -0.4 -0.9
H -3.796624 2.296731 1.676116 0.4 -0.5 0.2
H -4.685406 0.755446 1.932053 0.2 -0.2 -0.2
H -4.439488 3.212687 -1.289945 0.1 0.3 0.0
H -2.851837 2.671968 -1.868911 0.0 -0.4 0.0
H -2.979787 3.367992 -0.242448 0.0 -0.1 0.1
```
Positions in Å, forces in eV/Å.

The HOMO-LUMO gap comes out at 5.04 eV. The spin multiplicity is 1. The calculation puts the HOMO energy at -8.009 eV. The value obtained for the strongest force on any atom is 2.7 eV Å⁻¹. As for the energy above the lowest of the compared OMol25 structures with the same formula, charge and spin: 46.7 kcal per mole.

Results of the natural (NBO) charge analysis, in e, for atoms 1 through 4: number 1, Tl, carries 0.845; number 2, P, carries 2.393; number 3, O, carries -0.888; number 4, O, carries -0.923

=====

Record 3
ORCA calculation (ωB97M-V/def2-TZVPD) on 2 unconnected molecules or ions with the total composition C5H14N2O2.

Geometry as XYZ:
```
23
Properties=species:S:1:pos:R:3:forces:R:3
C -0.575539 -1.432284 -2.076843 0.1 -0.1 -0.2
O -0.598942 -0.942489 -0.765186 -0.1 0.1 0.2
C 0.174476 -1.644269 0.218077 0.0 -0.2 0.3
C 1.549026 -1.008733 0.417062 -0.4 -0.1 -0.4
C -0.633575 -1.597102 1.513986 0.1 0.0 -0.2
H -0.839022 -2.496071 -2.107763 0.0 0.1 0.0
H -1.323980 -0.863314 -2.636304 0.1 -0.1 0.0
H 0.404863 -1.300814 -2.552286 0.0 0.0 0.0
H 0.283795 -2.684323 -0.123522 0.0 0.1 0.0
H 2.106929 -0.977118 -0.517152 0.1 0.0 -0.1
H 1.424506 0.000407 0.798530 0.0 0.1 0.1
H 2.114228 -1.586117 1.139421 0.1 -0.1 0.1
H -0.457396 -0.652071 2.022034 0.0 0.1 0.1
H -1.692859 -1.667255 1.280650 -0.1 -0.1 0.0
H -0.360120 -2.421489 2.168596 0.1 0.0 0.1
N 0.046160 3.741533 0.539757 0.1 0.4 0.1
C -0.107221 2.372754 0.580638 0.1 0.4 -0.2
N -0.385233 1.807612 -0.613182 -0.1 0.0 -0.3
O 0.040433 1.737589 1.605882 0.0 -0.2 0.5
H 0.072645 4.201843 1.434069 0.0 -0.1 0.0
H -0.369221 4.263889 -0.212089 0.0 0.0 0.1
H -0.461415 0.797159 -0.658647 -0.1 0.0 -0.1
H -0.412537 2.350663 -1.455729 0.0 0.0 0.0
```
Positions in Å, forces in eV/Å.

The HOMO-LUMO gap comes out at 10.59 eV. As for the SMILES: COC(C)C.NC(N)=O. The spin multiplicity is 1. The calculation puts the HOMO energy at -9.694 eV. The value obtained for the strongest force on any atom is 0.6 eV Å⁻¹. As for the energy above the lowest of the compared OMol25 structures with the same formula, charge and spin: 8.6 kcal per mole.

Results of the natural (NBO) charge analysis, in e, for atoms 1 through 4: number 1, C, carries -0.243; number 2, O, carries -0.571; number 3, C, carries 0.111; number 4, C, carries -0.647

=====

Record 4
ORCA calculation (ωB97M-V/def2-TZVPD) on 2 unconnected molecules or ions with the total composition C15H21N2O6 in a non-equilibrium geometry.

Geometry as XYZ:
```
44
Properties=species:S:1:pos:R:3:forces:R:3
O 0.905015 -3.475831 -3.853103 0.2 0.3 0.1
O -3.410941 -0.144422 0.357312 0.6 -0.3 -0.3
O 2.105745 -0.339586 -1.670103 -0.6 0.3 -0.3
O -2.037183 0.230518 2.056330 0.7 -0.1 0.4
O -1.076575 2.389415 3.172109 0.7 0.6 -0.2
O 2.414476 3.307734 3.678581 0.4 -0.3 0.3
C -0.021668 -3.709387 -3.091415 0.7 -0.7 -1.1
C -2.306757 -0.260281 0.932207 -1.3 0.4 -0.2
C 1.430981 -1.322015 -1.392720 0.3 0.6 -0.8
C -0.660041 3.804190 -0.172694 0.2 -0.1 0.6
C 0.482568 4.589239 -0.007455 0.2 0.0 0.2
C -1.178131 3.101641 0.915277 0.1 0.3 -0.8
C 1.087638 4.684301 1.250412 -0.8 -0.4 -0.2
C -0.568293 3.169408 2.168526 -0.3 -0.7 0.1
C 0.562739 3.989584 2.352688 -0.4 0.4 -0.1
N 1.992784 -2.225885 -0.575139 -0.2 -1.3 0.9
N -0.475302 -2.844755 -2.190917 -0.2 1.0 1.0
C -0.722339 -5.045117 -3.139760 0.0 0.1 0.0
C 1.237979 4.114909 3.693252 -0.5 -0.6 -0.4
C 1.453748 -3.464325 -0.016673 -0.1 0.4 -0.4
C -1.209516 -1.062753 0.217635 0.4 0.1 -0.5
C -1.034807 -0.653158 -1.256432 0.1 -0.1 0.4
C 0.022819 -1.472318 -2.022916 -0.2 -0.2 0.2
H -1.526486 1.586680 2.769261 0.1 0.1 0.0
H 2.168043 2.428378 3.336745 0.0 0.6 0.2
H -1.140599 3.723765 -1.143063 0.0 0.0 0.1
H 0.900661 5.120568 -0.856191 0.0 0.0 0.1
H -2.058154 2.478791 0.780012 0.1 0.0 0.1
H 1.978741 5.291330 1.376005 -0.1 0.0 0.1
H 2.922287 -1.964897 -0.287763 -0.1 0.1 -0.1
H -1.253152 -3.117884 -1.613222 0.0 0.0 0.0
H -0.626545 -5.536014 -2.174123 -0.1 -0.2 0.1
H -0.261837 -5.655909 -3.914430 0.0 0.1 0.1
H -1.773029 -4.886252 -3.373386 -0.1 -0.2 0.1
H 0.568055 3.787369 4.495419 0.0 0.0 -0.1
H 1.500652 5.159392 3.889392 0.4 -0.2 -0.1
H 2.068736 -3.782021 0.825370 0.0 0.1 -0.1
H 1.463866 -4.246867 -0.775630 -0.1 -0.2 0.1
H 0.436351 -3.312191 0.341479 0.1 -0.1 0.0
H -0.260515 -0.926857 0.740550 0.0 0.0 0.1
H -1.472944 -2.121855 0.263310 -0.1 -0.1 0.2
H -1.987933 -0.754733 -1.777607 0.0 0.1 0.0
H -0.745844 0.398080 -1.290731 0.0 0.0 -0.1
H 0.104709 -1.029979 -3.016397 0.3 -0.1 0.0
```
Positions in Å, forces in eV/Å.

The HOMO-LUMO gap comes out at 7.99 eV. The charge is -1. The spin multiplicity is 1. The calculation puts the HOMO energy at -5.351 eV. The value obtained for the strongest force on any atom is 1.6 eV Å⁻¹.

Results of the natural (NBO) charge analysis, in e, for atoms 1 through 4: number 1, O, carries -0.640; number 2, O, carries -0.753; number 3, O, carries -0.636; number 4, O, carries -0.814

=====

Record 5
ORCA calculation (ωB97M-V/def2-TZVPD) on C6H14O in the gas phase in a non-equilibrium geometry.

Geometry as XYZ:
```
21
Properties=species:S:1:pos:R:3:forces:R:3
C -1.421342 -0.546369 -1.831021 1.3 -0.5 -0.7
C -0.742441 -0.541926 -0.470723 -0.8 0.6 0.6
C -1.850512 -0.651649 0.593726 0.2 -0.3 1.0
C -0.006839 0.786693 -0.254741 0.3 0.1 -0.6
C 0.832931 0.874737 1.003248 0.8 0.1 0.2
C 2.092442 -0.014194 0.927618 -0.8 0.4 0.4
O 2.917869 0.119633 -0.212711 -0.3 0.0 0.0
H -1.843554 0.439319 -1.997375 -0.7 -0.1 -0.1
H -0.703702 -0.693026 -2.643790 0.3 0.2 0.1
H -2.078463 -1.400887 -1.982664 -0.6 0.3 0.3
H -0.047321 -1.372039 -0.346529 0.0 -0.1 -0.2
H -1.636871 -0.075540 1.500475 0.2 0.0 -0.1
H -2.834491 -0.322971 0.286779 -0.1 0.2 -0.5
H -1.981092 -1.673117 0.942927 0.0 -0.2 -0.1
H 0.714709 0.956512 -1.061218 -0.1 -0.2 -0.2
H -0.739061 1.592037 -0.387789 0.0 0.0 0.5
H 0.377030 0.532237 1.925963 -0.6 -0.2 0.1
H 1.135521 1.888442 1.269782 0.0 0.3 -0.5
H 1.686408 -1.024189 0.980068 0.7 -0.3 -0.1
H 2.668265 0.231067 1.815926 0.2 -0.4 0.3
H 3.460514 0.895230 -0.057948 0.1 0.1 -0.2
```
Positions in Å, forces in eV/Å.

The HOMO-LUMO gap comes out at 11.12 eV. As for the SMILES: CC(C)CCCO. The spin multiplicity is 1. The calculation puts the HOMO energy at -10.156 eV. The value obtained for the strongest force on any atom is 1.6 eV Å⁻¹. As for the energy above the lowest of the compared OMol25 structures with the same formula, charge and spin: 18.0 kcal per mole.

Results of the natural (NBO) charge analysis, in e, for atoms 1 through 4: number 1, C, carries -0.602; number 2, C, carries -0.226; number 3, C, carries -0.615; number 4, C, carries -0.408

=====

Record 6
ORCA calculation (ωB97M-V/def2-TZVPD) on 2 unconnected molecules or ions with the total composition C5H12S in a non-equilibrium geometry.

Geometry as XYZ:
```
18
Properties=species:S:1:pos:R:3:forces:R:3
C -0.010509 -1.866634 0.172457 -0.5 -0.4 -0.9
C -1.242462 -2.377545 0.172909 0.8 0.2 -1.1
C -2.438433 -1.639266 -0.368226 0.3 0.2 1.0
H 0.753098 -2.583894 -0.114611 0.6 0.3 1.1
H 0.168187 -0.809542 0.045327 0.1 0.1 -0.1
H -1.228700 -3.457628 0.222608 -0.7 -0.2 0.0
H -2.110441 -0.645134 -0.676041 -0.2 0.1 0.1
H -2.771750 -2.146926 -1.269573 -0.3 -0.1 0.1
H -3.236628 -1.546765 0.369816 -0.3 -0.1 -0.3
C 0.978432 1.524374 1.122045 0.2 0.6 -1.1
C 1.332433 1.610309 -0.377207 1.2 0.9 0.2
S 2.753884 2.775092 -0.667608 -0.1 0.0 -0.1
H 1.281708 2.464234 1.586523 0.0 -0.2 0.1
H 1.514212 0.707423 1.593441 -0.3 -0.1 0.2
H -0.106135 1.482434 1.173640 -0.1 -0.5 0.5
H 1.774304 0.737300 -0.838799 -0.5 -0.6 0.2
H 0.501299 1.951448 -0.975451 -0.2 0.0 -0.2
H 2.087502 3.820719 -1.171249 -0.1 0.0 0.1
```
Positions in Å, forces in eV/Å.

The HOMO-LUMO gap comes out at 9.88 eV. As for the SMILES: C=CC.CCS. The spin multiplicity is 1. The calculation puts the HOMO energy at -8.988 eV. The value obtained for the strongest force on any atom is 1.5 eV Å⁻¹. As for the energy above the lowest of the compared OMol25 structures with the same formula, charge and spin: 36.3 kcal per mole.

Results of the natural (NBO) charge analysis, in e, for atoms 1 through 4: number 1, C, carries -0.412; number 2, C, carries -0.158; number 3, C, carries -0.647; number 4, H, carries 0.202

=====

The lowest strongest force on any atom belongs to which entry? C5H14N2O2